DFT (ωB97M-V/def2-TZVPD) results for the ion C2H10N4S with charge +2.

CARTESIAN COORDINATES (ANGSTROEM)
C (1.0562, 0.1783, 0.1633)
C (-0.5029, -1.3584, -1.1114)
N (0.5918, -0.3369, -1.0343)
N (1.1970, 2.1004, 1.4128)
N (0.9092, 1.4297, 0.3577)
N (-1.6556, -0.8239, -0.4469)
S (-1.9779, -0.7798, 1.2005)
H (-2.3264, 0.7287, 1.3457)
H (1.3872, -0.6659, 0.8535)
H (-0.7029, -1.4718, -2.2429)
H (-0.0702, -2.2538, -0.7001)
H (1.3379, -0.8280, -1.5477)
H (1.8908, 1.8185, 2.1163)
H (0.9814, 3.0605, 1.5464)
H (0.2173, 0.5158, -1.3787)
H (-2.4547, -0.6089, -0.9896)
H (-3.4041, -1.0943, 1.3981)

Total charge: +2
HOMO level, eV: -17.2
Relative energy (zero: lowest compared OMol25 entry of this formula, charge and spin), kcal per mole: 62.1
E_tot, eV: -19010.294



DFT (ωB97M-V/def2-TZVPD) results for a structure of composition C11H14NO6Re.

CARTESIAN COORDINATES (ANGSTROEM)
Re (-0.0094, 0.2704, 0.3630)
O (-1.2916, -3.6425, -0.0203)
C (-0.7293, -2.5565, 0.3170)
O (-0.9260, -1.4437, -0.2642)
C (0.2444, -2.5569, 1.4233)
C (0.7425, -3.6264, 2.1466)
C (1.7700, -3.3722, 3.0593)
C (2.2952, -2.0872, 3.1791)
C (1.7314, -1.0830, 2.4043)
N (0.7143, -1.3134, 1.5858)
C (2.2255, 0.3234, 2.2995)
O (2.9936, 0.9604, 2.8741)
O (1.4895, 0.9009, 1.0901)
H (-1.8944, -3.5929, -0.7920)
H (0.3571, -4.6272, 1.9930)
H (2.1820, -4.1822, 3.6488)
H (3.1268, -1.8681, 3.8387)
C (-2.3195, 0.3572, 2.4863)
O (-1.6857, 0.8902, 1.2585)
C (-2.5255, 1.9031, 0.5590)
C (-1.6105, 2.6641, -0.3591)
O (-0.6928, 1.6563, -0.9229)
C (-0.1329, 2.0067, -2.2575)
H (-3.3626, 0.1481, 2.2596)
H (-2.2196, 1.1133, 3.2611)
H (-1.7901, -0.5519, 2.7525)
H (-2.9607, 2.5499, 1.3195)
H (-3.2999, 1.3478, 0.0311)
H (-1.0044, 3.4126, 0.1514)
H (-2.1674, 3.1232, -1.1747)
H (-0.9618, 2.0479, -2.9590)
H (0.5667, 1.2175, -2.5183)
H (0.3729, 2.9648, -2.1623)

Total charge: +3
2S+1: 2
HOMO level (alpha / beta), eV: -20.6 / -20.7
Relative energy (zero: lowest compared OMol25 entry of this formula, charge and spin), kcal per mole: 0.0
E_tot, eV: -27508.188



DFT (ωB97M-V/def2-TZVPD) results for an isolated molecule of C17H27N3O4S.

CARTESIAN COORDINATES (ANGSTROEM)
C (1.5951, -0.0197, -2.7063)
H (1.2365, 1.0045, -2.6437)
C (0.9500, -0.8885, -1.6334)
C (1.2642, -0.3561, -0.2266)
N (0.8390, -1.1580, 0.9020)
C (1.6555, -2.3198, 1.2014)
H (1.0982, -2.9324, 1.9132)
C (2.9861, -1.9321, 1.8529)
C (3.7221, -3.1601, 2.3741)
H (3.1280, -3.6725, 3.1275)
H (3.9208, -3.8579, 1.5633)
H (4.6714, -2.8753, 2.8210)
H (2.7816, -1.2429, 2.6735)
H (3.6217, -1.4154, 1.1327)
H (1.8562, -2.9413, 0.3145)
C (-0.5879, -1.3681, 1.0166)
H (-1.0768, -0.4788, 0.6159)
C (-1.1787, -2.6094, 0.3145)
C (-2.6372, -2.3813, -0.0887)
N (-2.7351, -1.4290, -1.1743)
S (-3.7715, -0.1311, -1.0722)
O (-4.2856, 0.0965, -2.3895)
O (-4.6757, -0.3069, 0.0266)
C (-2.6290, 1.1836, -0.6637)
C (-2.5808, 1.6565, 0.6359)
C (-1.6598, 2.6243, 1.0102)
C (-0.8005, 3.0831, 0.0276)
C (-0.8710, 2.5997, -1.2907)
C (-1.7843, 1.6402, -1.6639)
H (-1.8620, 1.2613, -2.6678)
O (0.0850, 3.2174, -2.0412)
C (0.7643, 4.0802, -1.2312)
O (1.6733, 4.7752, -1.5776)
N (0.2219, 4.0004, 0.0362)
C (0.6958, 4.7699, 1.1531)
H (1.5244, 5.3813, 0.7986)
H (-0.0973, 5.4145, 1.5351)
H (1.0418, 4.1086, 1.9490)
H (-1.6121, 2.9964, 2.0200)
H (-3.2827, 1.2510, 1.3467)
H (-2.7113, -1.8179, -2.1014)
H (-3.1018, -3.3339, -0.3666)
H (-3.2031, -1.9590, 0.7440)
H (-0.6033, -2.8422, -0.5804)
H (-1.1310, -3.4752, 0.9762)
H (-0.8297, -1.4282, 2.0849)
H (2.3435, -0.2158, -0.1367)
H (0.7959, 0.6287, -0.1155)
H (-0.1318, -0.9047, -1.7796)
H (1.3286, -1.9091, -1.7276)
H (1.3618, -0.4021, -3.6974)
H (2.6770, -0.0087, -2.5910)

HOMO level, eV: -8.1
Relative energy (zero: lowest compared OMol25 entry of this formula, charge and spin), kcal per mole: 27.0
E_tot, eV: -41562.997
SMILES: CCCN(CCC)CCCNS(=O)(=O)c1ccc2c(c1)oc(=O)n2C



DFT (ωB97M-V/def2-TZVPD) results for a cluster of 3 separate species, C17H29FN2O10P2S in total.

CARTESIAN COORDINATES (ANGSTROEM)
C (-0.5725, -3.6738, 3.0363)
C (-1.1575, -3.2776, 1.5933)
O (-2.4650, -3.9347, 1.4608)
C (-1.2474, -1.6967, 1.3114)
C (0.2788, -1.1821, 1.1452)
C (0.9932, -1.3869, -0.2410)
C (2.4713, -0.8789, -0.3575)
C (3.2167, -0.2083, 0.8430)
N (4.5412, 0.3540, 0.9642)
S (4.7567, 0.9338, 2.5771)
N (3.2454, 0.5686, 3.3330)
C (2.5167, -0.0291, 2.2460)
C (1.0368, -0.5368, 2.3263)
C (0.2494, -0.3386, 3.7318)
C (-0.4923, 1.1031, 3.5891)
O (-0.0036, 2.0821, 4.1811)
F (-1.6645, 1.2566, 2.7559)
H (-1.3576, -3.4824, 3.8673)
H (0.3985, -3.1365, 3.3227)
H (-0.3470, -4.8110, 3.0075)
H (-0.4033, -3.6953, 0.8140)
H (-2.2358, -4.8588, 1.1973)
H (-1.7777, -1.5412, 0.2951)
H (-1.8441, -1.1040, 2.0829)
H (0.5081, -1.8845, -1.1598)
H (3.0021, -1.0109, -1.3574)
H (-0.5815, -1.1079, 3.8844)
H (0.9457, -0.3784, 4.6395)
C (-0.2683, -5.2117, -7.1853)
O (0.6973, -5.2463, -6.1469)
P (0.2723, -4.7535, -4.5592)
O (-1.0338, -4.0952, -5.0032)
O (1.4628, -3.6290, -4.5148)
C (2.1780, -3.2092, -5.6618)
O (-0.0646, -4.3645, -2.9178)
C (-0.9943, -5.2361, -2.2869)
H (0.1941, -5.6375, -8.0829)
H (-1.1390, -5.8145, -6.9222)
H (-0.5601, -4.1865, -7.4110)
H (1.5075, -2.8845, -6.4607)
H (2.8332, -4.0116, -6.0085)
H (2.8034, -2.3561, -5.3746)
H (-0.6481, -6.2700, -2.3608)
H (-1.9812, -5.1405, -2.7451)
H (-1.0667, -4.9616, -1.2328)
C (-0.7655, 4.5098, 2.4289)
O (-0.1478, 5.5754, 1.7226)
P (-0.7419, 7.1768, 1.8854)
O (-2.0463, 6.7357, 2.5494)
O (-0.9752, 7.3277, 0.2707)
C (-0.9462, 6.2316, -0.6232)
O (-1.1966, 8.8287, 2.0383)
C (-0.9962, 9.3734, 3.3359)
H (-0.1826, 3.6030, 2.2402)
H (-0.7636, 4.7076, 3.5015)
H (-1.7792, 4.3388, 2.0672)
H (-1.6243, 5.4348, -0.3090)
H (0.0747, 5.8551, -0.7204)
H (-1.2744, 6.5902, -1.6058)
H (0.0452, 9.2444, 3.6410)
H (-1.6579, 8.8914, 4.0591)
H (-1.2256, 10.4399, 3.3035)

HOMO level, eV: -8.8
E_tot, eV: -73674.769
SMILES: C[C@@H](O)Cc1ccc2nsnc2c1CC(=O)F.COP(=O)(OC)OC.COP(=O)(OC)OC



DFT (ωB97M-V/def2-TZVPD) results for an isolated molecule of C5H10O.

CARTESIAN COORDINATES (ANGSTROEM)
C (-0.5640, 1.8603, 1.3051)
C (-0.7094, 1.0748, 0.0115)
C (0.5306, 0.1755, -0.2105)
C (-0.0473, -1.0287, -0.8216)
C (0.7712, -2.2502, -0.8168)
O (-1.7501, 0.1527, 0.0510)
H (-1.4573, 2.4593, 1.5003)
H (-0.4289, 1.1654, 2.1429)
H (0.3078, 2.5270, 1.2586)
H (-0.8083, 1.7860, -0.8309)
H (1.4080, 0.5434, -0.7645)
H (0.8995, -0.1092, 0.7894)
H (-1.2452, -0.6939, -0.8310)
H (1.2755, -2.2127, -1.7988)
H (1.5516, -2.2496, -0.0457)
H (0.2032, -3.1831, -0.7958)

HOMO level (alpha / beta), eV: -8.6 / -8.6
Relative energy (zero: lowest compared OMol25 entry of this formula, charge and spin), kcal per mole: 100.9
E_tot, eV: -7390.392



DFT (ωB97M-V/def2-TZVPD) results for a cluster of 2 separate species, C3H8NO in total.

CARTESIAN COORDINATES (ANGSTROEM)
C (-0.8871, -0.1432, 1.1650)
C (-0.5695, 0.5470, 2.2399)
C (0.4062, -1.4727, -0.3834)
N (0.1308, -0.3288, 0.1155)
H (-1.7536, -0.7031, 0.8600)
H (0.4063, 0.9591, 2.4458)
H (-1.3744, 0.7024, 2.9465)
H (1.1010, -1.4933, -1.2118)
H (-0.1185, -2.3320, 0.0189)
H (0.4251, 0.4542, -0.4838)
H (1.3782, 1.4876, -2.1498)
H (0.3452, 1.2159, -3.2507)
O (0.5103, 1.1068, -2.3122)

Total charge: +1
HOMO level, eV: -15.3
Relative energy (zero: lowest compared OMol25 entry of this formula, charge and spin), kcal per mole: 24.0
E_tot, eV: -6770.129